# 1
{"formula": "C3H8NO3", "method": "ωB97M-V with the def2-TZVPD basis set", "total_energy_ha": -399.6473, "multiplicity": 1, "e_lumo_ev": 4.089, "gap_ev": 8.755, "homo_energy_ev": -4.7, "charge": -1, "de_lowest_ev": 0.831, "elements": ["C", "O", "C", "N", "H", "H", "H", "H", "H", "H", "H", "O", "C", "O", "H"], "coordinates": [[-0.16, 0.57, 1.28], [-1.56, 0.63, 1.06], [0.65, 1.22, 0.17], [2.05, 0.79, 0.28], [0.01, 1.05, 2.25], [0.20, -0.47, 1.34], [-1.77, -0.03, 0.34], [0.17, 0.85, -0.74], [0.62, 2.31, 0.18], [2.62, 1.45, -0.23], [2.13, -0.11, -0.18], [-2.07, -1.26, -0.95], [-1.22, -2.05, -1.43], [-0.01, -2.16, -1.21], [-1.67, -2.78, -2.16]]}

# 2
{"formula": "C4H7N3O2", "method": "ωB97M-V with the def2-TZVPD basis set", "total_energy_ha": -471.2194, "multiplicity": 1, "e_lumo_ev": [-1.387, -1.397], "gap_ev": [7.993, 7.982], "homo_energy_ev": [-9.4, -9.4], "de_lowest_ev": 4.996, "elements": ["C", "C", "N", "C", "N", "O", "N", "C", "O", "H", "H", "H", "H", "H", "H", "H"], "coordinates": [[0.09, -0.32, -1.36], [0.52, -0.11, 0.13], [1.25, 1.05, 0.00], [1.18, 1.99, 0.86], [0.17, 2.14, 1.75], [0.30, 2.55, 2.87], [-0.60, -0.22, 1.05], [-0.68, -1.29, 1.88], [0.13, -2.13, 2.10], [0.41, -1.32, -1.74], [0.79, 0.35, -1.86], [-0.94, -0.10, -1.59], [1.17, -0.97, 0.36], [1.86, 2.96, 0.68], [-1.34, 0.53, 1.14], [-1.67, -1.18, 2.39]]}

# 3
{"formula": "C35H47OSn", "method": "ωB97M-V with the def2-TZVPD basis set", "total_energy_ha": -1651.3206, "multiplicity": 1, "e_lumo_ev": 2.494, "gap_ev": 4.846, "homo_energy_ev": -2.4, "charge": -1, "de_lowest_ev": 0.999, "elements": ["C", "C", "C", "C", "Sn", "C", "C", "C", "C", "C", "C", "C", "C", "C", "C", "C", "H", "H", "H", "H", "H", "H", "H", "H", "H", "H", "H", "H", "H", "H", "H", "H", "H", "H", "H", "H", "H", "H", "H", "H", "H", "H", "H", "H", "H", "H", "H", "H", "C", "O", "C", "C", "C", "C", "C", "C", "C", "C", "C", "C", "C", "C", "C", "C", "C", "C", "C", "C", "C", "H", "H", "H", "H", "H", "H", "H", "H", "H", "H", "H", "H", "H", "H", "H"], "coordinates": [[-2.75, 4.22, 3.92], [-2.53, 2.72, 4.15], [-1.06, 2.38, 4.40], [-0.79, 0.86, 4.52], [0.37, 0.02, 2.88], [2.34, 0.94, 2.99], [3.51, 0.00, 3.33], [4.86, 0.71, 3.36], [6.01, -0.26, 3.65], [0.66, -2.09, 3.31], [-0.66, -2.89, 3.42], [-0.91, -3.45, 4.82], [-2.23, -4.20, 4.93], [-0.60, 0.34, 0.86], [-1.94, -0.23, 0.64], [-2.22, -1.27, -0.22], [-3.81, 4.43, 3.81], [-2.38, 4.81, 4.77], [-2.24, 4.57, 3.01], [-3.13, 2.40, 5.00], [-2.89, 2.17, 3.28], [-0.44, 2.80, 3.59], [-0.72, 2.88, 5.32], [-0.21, 0.64, 5.43], [-1.70, 0.26, 4.54], [2.49, 1.41, 2.01], [2.25, 1.73, 3.74], [3.33, -0.47, 4.31], [3.55, -0.83, 2.60], [5.03, 1.20, 2.40], [4.84, 1.49, 4.12], [6.96, 0.28, 3.65], [5.89, -0.73, 4.63], [6.07, -1.04, 2.89], [1.30, -2.47, 2.49], [1.24, -2.11, 4.24], [-1.51, -2.26, 3.12], [-0.64, -3.72, 2.69], [-0.09, -4.14, 5.08], [-0.88, -2.64, 5.56], [-2.33, -4.64, 5.92], [-3.09, -3.53, 4.78], [-2.30, -5.01, 4.19], [-0.58, 1.44, 0.85], [0.17, -0.10, 0.21], [-2.78, 0.30, 1.13], [-3.16, -1.81, -0.07], [-1.40, -1.78, -0.75], [-9.13, -3.77, -2.00], [-7.83, -4.34, -1.73], [-6.76, -3.49, -1.76], [-5.50, -4.09, -1.54], [-4.35, -3.33, -1.60], [-4.39, -1.97, -2.01], [-3.13, -1.23, -2.20], [-3.15, 0.21, -2.47], [-2.09, 0.54, -3.36], [-2.00, 1.81, -3.91], [-2.89, 2.80, -3.47], [-3.86, 2.50, -2.51], [-3.99, 1.20, -1.98], [-1.41, -0.68, -3.74], [-2.07, -1.78, -3.09], [-1.71, -3.08, -3.43], [-0.69, -3.27, -4.39], [-0.09, -2.19, -5.05], [-0.48, -0.88, -4.74], [-5.66, -1.37, -2.20], [-6.83, -2.11, -2.08], [-9.81, -4.61, -1.88], [-9.36, -2.98, -1.27], [-9.18, -3.37, -3.03], [-5.50, -5.16, -1.37], [-3.40, -3.80, -1.34], [-1.25, 2.00, -4.68], [-2.83, 3.80, -3.89], [-4.55, 3.28, -2.17], [-4.75, 0.96, -1.23], [-2.22, -3.93, -2.99], [-0.38, -4.29, -4.64], [0.66, -2.36, -5.82], [-0.08, -0.01, -5.27], [-5.75, -0.34, -2.52], [-7.80, -1.63, -2.28]]}